No. 1
{
  "formula": "C4H12",
  "method": "ωB97M-V/def2-TZVPD",
  "elements": ["C", "C", "H", "H", "H", "H", "H", "H", "C", "C", "H", "H", "H", "H", "H", "H"],
  "xyz": [[-1.122400, -1.357978, -1.093014], [0.145097, -2.093265, -1.577745], [-1.352444, -1.654931, -0.072953], [-0.913658, -0.293715, -1.095055], [-2.011068, -1.540465, -1.693426], [1.008457, -1.521783, -1.244401], [0.189476, -2.238791, -2.651347], [0.174888, -3.047204, -1.052055], [-0.012671, 1.526176, 0.747375], [0.968261, 1.870538, 1.872201], [0.154602, 0.512204, 0.402999], [-1.050640, 1.623949, 1.058740], [0.147516, 2.230605, -0.068701], [0.704083, 1.458349, 2.844816], [1.987262, 1.572253, 1.642911], [0.983232, 2.954062, 1.979651]],
  "atomic_forces_ev_per_a": [[0.4, 0.0, -0.3], [-0.6, 0.1, 0.8], [0.0, 0.1, 0.1], [-0.4, 0.2, -0.1], [0.0, -0.1, -0.1], [0.2, -0.1, -0.1], [0.0, 0.0, -0.1], [0.2, -0.2, -0.4], [0.5, 0.1, 0.4], [-0.3, 0.5, 0.0], [-0.1, 0.0, -0.1], [0.0, 0.0, 0.1], [0.0, -0.2, -0.2], [-0.1, -0.2, -0.1], [0.1, -0.1, -0.1], [0.1, 0.1, 0.2]],
  "largest_force_ev_per_a": 1.0,
  "gap_ev": 12.782,
  "relative_energy_kj_mol": 17.9,
  "total_energy_ha": -159.57816,
  "lumo_energy_ev": 1.13,
  "smiles": "CC.CC"
}


No. 2
{
  "formula": "C6H10N5",
  "method": "ωB97M-V/def2-TZVPD",
  "elements": ["C", "C", "C", "C", "C", "C", "N", "N", "N", "N", "N", "H", "H", "H", "H", "H", "H", "H", "H", "H", "H"],
  "xyz": [[-1.548491, 0.869749, -1.848166], [-0.728668, -1.033335, 0.571090], [0.799952, 0.896253, 0.595062], [-0.409724, 0.002331, -1.578674], [-1.343936, -2.095657, 1.362813], [1.870820, 1.512021, 1.422095], [-2.429542, 1.509651, -2.148536], [-0.849670, -0.991601, -0.677446], [0.143480, -0.038209, 1.239814], [0.491981, 1.113834, -0.670116], [0.186833, -0.446596, -2.692931], [-2.240691, -1.844607, 1.727334], [-0.736277, -2.284405, 2.339446], [-1.436178, -3.042274, 0.765255], [1.555413, 1.812705, 2.441038], [1.937810, 2.594662, 1.105003], [2.803410, 0.925789, 1.373105], [0.401193, -0.043649, 2.243350], [0.838855, 1.938226, -1.284217], [0.654842, -1.390256, -2.705207], [0.038591, 0.035369, -3.580111]],
  "atomic_forces_ev_per_a": [[1.3, -0.6, 0.2], [2.3, 2.5, 3.3], [2.6, 1.8, 2.9], [-0.3, 0.3, 2.5], [3.9, -2.5, 1.1], [0.0, 2.6, -0.8], [-1.8, 1.4, -0.5], [0.3, -0.3, -3.0], [-3.8, -4.4, 0.0], [-0.4, 1.1, -5.8], [1.5, -1.5, -1.3], [-3.7, 1.1, 1.0], [-0.8, 0.1, -1.8], [0.2, 1.0, 0.6], [0.0, -1.2, -0.1], [0.9, -1.1, -0.4], [-0.1, 0.7, 0.3], [-0.7, -0.7, -0.7], [-0.8, -1.5, 1.9], [-0.9, 1.7, 0.1], [0.1, -0.4, 0.6]],
  "charge": 1,
  "largest_force_ev_per_a": 5.9,
  "gap_ev": [6.933, 6.439],
  "relative_energy_kj_mol": 332.1,
  "total_energy_ha": -507.95068,
  "lumo_energy_ev": [-3.12, -8.35],
  "multiplicity": 3
}


No. 3
{
  "formula": "C16H19N2O",
  "method": "ωB97M-V/def2-TZVPD",
  "elements": ["O", "C", "C", "C", "C", "C", "C", "C", "C", "C", "C", "N", "N", "C", "C", "C", "C", "C", "C", "H", "H", "H", "H", "H", "H", "H", "H", "H", "H", "H", "H", "H", "H", "H", "H", "H", "H", "H"],
  "xyz": [[2.714498, 1.312293, 2.533907], [2.073337, 0.768174, 1.652257], [2.416226, 4.349957, -0.924776], [2.536253, 3.542906, 0.176475], [0.390703, 0.882704, 0.046933], [3.265750, -2.804854, 2.133357], [2.294336, -3.454846, 1.378472], [3.200806, -1.417272, 2.249130], [1.269253, -2.714401, 0.730051], [2.172143, -0.678375, 1.585551], [1.194227, -1.292309, 0.803259], [0.202468, -0.510388, 0.201388], [1.318786, 1.518435, 0.743127], [1.351604, 2.985461, 0.848345], [-0.505751, 1.613714, -0.911516], [-1.149335, -1.038493, 0.012118], [-1.751231, 2.088362, -0.141011], [-2.245387, -0.236648, 0.833807], [-2.810059, 1.015528, 0.098427], [3.292794, 4.687536, -1.406966], [1.500670, 4.704297, -1.288463], [3.516204, 3.230627, 0.526761], [4.046739, -3.393343, 2.615163], [2.321981, -4.521148, 1.260458], [3.957813, -0.917331, 2.815767], [0.560805, -3.217773, 0.098203], [0.450905, 3.474943, 0.502394], [1.490039, 3.307838, 1.893552], [-0.824268, 0.928356, -1.729837], [0.087378, 2.423887, -1.392245], [-1.202843, -2.029760, 0.473025], [-1.449231, -1.138121, -1.039540], [-1.517216, 2.522856, 0.820547], [-2.273236, 2.873128, -0.729528], [-1.826833, 0.003970, 1.811197], [-3.095729, -0.870162, 1.034783], [-3.213846, 0.683525, -0.867305], [-3.652028, 1.425453, 0.661462]],
  "atomic_forces_ev_per_a": [[-0.6, 0.9, -0.8], [2.8, 0.0, 3.2], [1.2, -2.0, 2.9], [0.2, 1.4, -3.2], [-0.7, -2.9, -0.4], [-0.3, 0.6, 0.0], [-1.3, 1.5, -0.8], [-0.8, -0.3, -0.7], [0.4, 0.3, 0.1], [-0.3, -0.5, -0.9], [1.2, -2.1, 1.2], [0.5, 3.0, -0.6], [-1.2, -0.7, -0.1], [0.7, 1.2, 1.0], [0.0, -0.3, -0.1], [-1.9, -0.1, 0.8], [-1.4, 0.8, -0.8], [0.4, 0.5, -1.1], [0.8, -1.0, 0.1], [0.8, 0.4, -0.4], [-1.3, 0.3, -0.4], [-0.1, 0.1, 0.0], [-0.2, 0.4, -0.1], [-0.1, -0.3, -0.1], [0.1, 0.5, 0.2], [-0.2, -0.4, 0.0], [-0.2, -0.4, -0.2], [-0.5, -0.9, 0.0], [0.3, 0.4, 0.6], [-0.5, -0.4, 0.5], [0.5, 0.1, -0.4], [0.3, 0.1, 0.2], [0.4, 0.3, 0.2], [0.6, -0.2, 0.3], [0.1, 0.2, 0.1], [-0.1, -0.6, -0.1], [0.0, 0.0, 0.1], [0.2, 0.0, 0.0]],
  "charge": 1,
  "largest_force_ev_per_a": 4.2,
  "gap_ev": 8.571,
  "relative_energy_kj_mol": 73.4,
  "total_energy_ha": -805.59485,
  "lumo_energy_ev": -3.99,
  "smiles": "C=CC[n+]1c2n(c3ccccc3c1=O)CCCCC2"
}


No. 4
{
  "formula": "C33H38N4O11",
  "method": "ωB97M-V/def2-TZVPD",
  "elements": ["C", "C", "C", "C", "C", "C", "N", "O", "O", "H", "H", "H", "H", "H", "C", "C", "C", "C", "C", "C", "N", "O", "O", "H", "H", "H", "H", "H", "C", "C", "C", "C", "C", "C", "N", "O", "O", "H", "H", "H", "H", "H", "C", "C", "C", "C", "C", "C", "N", "O", "O", "H", "H", "H", "H", "H", "C", "C", "O", "C", "H", "H", "H", "H", "H", "H", "C", "C", "O", "C", "H", "H", "H", "H", "H", "H", "C", "C", "O", "C", "H", "H", "H", "H", "H", "H"],
  "xyz": [[-2.669679, -4.768878, -2.339700], [-4.027929, -4.990328, -2.256050], [-4.712889, -4.295528, -1.289580], [-4.150429, -3.454878, -0.345900], [-2.766999, -3.300968, -0.395160], [-2.013829, -3.977808, -1.384970], [-4.904359, -2.966988, 0.830310], [-4.363119, -2.337048, 1.704150], [-6.066759, -3.136458, 0.822680], [-2.167599, -5.366308, -3.086280], [-4.558469, -5.728998, -2.838530], [-5.762539, -4.494718, -1.131600], [-2.219289, -2.684208, 0.301990], [-0.935479, -3.981548, -1.325400], [-0.178299, -0.265258, 1.919050], [0.271971, -0.099418, 0.555550], [-0.752589, 0.292732, -0.369690], [-2.033009, 0.523012, 0.007110], [-2.416269, 0.344972, 1.283360], [-1.481429, -0.120608, 2.206530], [-3.071009, 0.834772, -0.986690], [-4.255979, 0.790312, -0.596650], [-2.763849, 1.057112, -2.179250], [0.593061, -0.484688, 2.642420], [1.327921, -0.300208, 0.450400], [-0.480379, 0.428082, -1.406020], [-3.458169, 0.393522, 1.563520], [-1.783969, -0.103958, 3.243160], [-2.248169, 5.641462, 2.252440], [-1.889159, 4.356142, 1.918170], [-1.300509, 4.161252, 0.669110], [-1.027459, 5.214812, -0.126570], [-1.425529, 6.463652, 0.173420], [-2.059359, 6.692612, 1.364200], [-0.398869, 4.913952, -1.401790], [0.013251, 3.804252, -1.728450], [-0.055849, 5.889722, -2.081300], [-2.744399, 5.852682, 3.188140], [-2.035319, 3.440552, 2.472000], [-0.979549, 3.146412, 0.486190], [-1.169399, 7.330362, -0.417860], [-2.183249, 7.731662, 1.631440], [1.799991, -2.810618, 3.918200], [2.810321, -2.274678, 3.265990], [3.020781, -2.642858, 1.970550], [2.080831, -3.420328, 1.255770], [0.919641, -3.894158, 1.938200], [0.832281, -3.577138, 3.299130], [2.297871, -3.723828, -0.223940], [3.424461, -3.499708, -0.686680], [1.436621, -4.479128, -0.688100], [1.804661, -2.709718, 4.993470], [3.592761, -1.738558, 3.782480], [3.934821, -2.414478, 1.442560], [0.130801, -4.399578, 1.400920], [-0.017459, -3.963608, 3.842240], [5.531861, -0.596188, -1.031360], [4.110521, 0.071712, -0.985700], [3.619871, 0.474882, 0.047320], [3.225901, 0.075492, -2.141170], [6.140121, -0.185768, -1.837390], [5.451111, -1.603568, -1.439740], [6.096611, -0.390168, -0.122120], [2.208241, 0.365312, -1.879520], [3.206031, -0.850428, -2.715950], [3.373851, 0.716222, -3.010470], [-0.855879, -0.874698, -5.549690], [-0.142509, 0.018872, -4.545780], [0.695221, -0.372798, -3.765360], [-0.591829, 1.434882, -4.569840], [-0.313189, -1.818278, -5.606510], [-0.950919, -0.476918, -6.560060], [-1.842599, -1.283178, -5.331460], [-1.516979, 1.395852, -3.994790], [-0.933269, 1.830072, -5.526580], [0.165471, 2.083652, -4.129750], [2.773571, 3.260772, 2.164490], [2.080071, 2.308912, 3.157230], [0.849631, 2.301262, 3.190320], [2.831031, 1.424112, 4.114680], [3.702261, 3.696992, 2.532370], [2.119121, 3.962302, 1.647140], [2.985981, 2.671882, 1.272190], [3.433141, 0.741272, 3.515260], [2.242611, 0.818872, 4.804270], [3.541521, 1.901832, 4.789290]],
  "atomic_forces_ev_per_a": [[0.4, -0.5, 0.3], [0.0, 0.8, 0.5], [-2.2, -0.1, 1.2], [2.2, -0.7, -0.3], [0.8, -0.2, -0.6], [-1.1, 0.0, 0.2], [1.3, 1.1, -0.9], [1.7, 0.2, 0.4], [-3.4, -1.2, -0.4], [0.6, 0.2, 0.0], [0.1, 0.2, -0.3], [-0.2, 0.0, -0.2], [-0.2, 0.0, 0.3], [0.1, 0.3, -0.2], [2.4, -0.1, -2.8], [-3.0, 0.2, 1.8], [3.9, -0.6, -0.6], [-0.6, 0.1, -0.7], [-0.8, -1.1, 1.7], [-1.7, 1.5, 1.3], [-1.9, 0.0, -1.7], [2.2, 0.2, -0.7], [-0.2, -0.4, 2.5], [-0.3, -0.1, 0.3], [0.0, 0.3, -1.1], [0.0, 0.0, -0.2], [0.0, 0.3, 0.0], [-0.2, -0.5, 0.1], [-0.9, 0.3, 0.7], [0.2, -0.2, -1.2], [0.0, -1.6, 1.9], [-0.2, -1.8, -1.6], [0.1, 2.3, -0.1], [0.7, 0.0, 0.5], [3.3, 1.1, -2.1], [-1.4, 0.0, 1.2], [-1.1, -0.2, 0.6], [0.1, -0.1, 0.2], [-0.2, 0.4, 0.6], [0.1, 0.1, -0.6], [0.0, -0.3, -0.4], [-0.6, -0.1, 0.2], [-2.4, -1.1, 2.5], [3.0, 0.6, -1.0], [-0.2, -0.8, -3.0], [-0.6, 0.9, 1.1], [1.3, 1.2, -0.5], [-0.5, -0.7, -1.1], [0.9, -2.3, 1.8], [-2.2, 0.2, 0.1], [1.1, 1.6, -0.4], [-0.5, 0.2, 0.2], [0.0, 0.2, 0.0], [0.0, 0.4, 0.0], [0.1, -0.2, 0.1], [0.0, 0.0, 0.2], [-0.9, 1.3, -1.0], [1.0, -0.7, 0.6], [0.8, 0.1, 0.9], [-1.3, -0.1, -2.4], [-0.1, 0.7, -0.2], [-0.2, -0.4, 1.0], [-0.3, -0.7, 0.1], [0.1, -0.4, 0.4], [-0.1, -0.6, 0.5], [1.0, 0.7, 0.3], [0.5, -1.6, -0.3], [-0.7, 0.2, -0.8], [-0.1, -0.3, -0.2], [-0.1, 0.4, 0.1], [0.5, 0.1, -0.2], [0.3, 0.4, 0.2], [-0.3, 0.8, 0.7], [0.1, 0.4, 0.5], [0.4, -0.3, -0.2], [-0.3, 0.1, 0.2], [0.1, -1.2, -0.3], [-2.2, 1.4, 0.2], [1.3, -0.2, -0.2], [1.0, -0.5, 0.1], [-0.1, 0.0, 0.0], [-0.4, 0.4, 1.1], [0.7, -0.6, 0.1], [0.2, -0.1, -0.1], [-0.7, 0.2, -0.5], [0.1, 0.6, -0.4]],
  "largest_force_ev_per_a": 4.0,
  "gap_ev": 8.627,
  "relative_energy_kj_mol": 186.4,
  "total_energy_ha": -2326.47619,
  "lumo_energy_ev": -0.90,
  "smiles": "O=[N+]([O-])c1ccccc1.O=[N+]([O-])c1ccccc1.O=[N+]([O-])c1ccccc1.O=[N+]([O-])c1ccccc1.CC(C)=O.CC(C)=O.CC(C)=O"
}


No. 5
{
  "formula": "C3H6N2O",
  "method": "ωB97M-V/def2-TZVPD",
  "elements": ["C", "C", "C", "H", "H", "H", "H", "H", "H", "N", "N", "O"],
  "xyz": [[0.787825, 0.123516, -0.375848], [1.706701, -0.613858, 0.115918], [-1.259624, -0.892033, 0.001728], [-0.823618, 2.052406, -0.648153], [-1.082203, 1.808503, 1.192670], [1.310390, 0.834195, -0.852215], [2.662696, -0.563844, -0.178506], [1.734120, -1.625589, 0.803792], [-0.735989, -1.880153, 0.051263], [-1.241270, 1.429432, 0.091411], [-0.511779, 0.283993, -0.042176], [-2.547244, -0.956570, -0.159880]],
  "atomic_forces_ev_per_a": [[-0.3, 1.1, 1.6], [0.1, -6.9, 4.3], [-5.6, -0.9, -1.5], [-0.9, 0.0, 1.6], [-0.3, -0.8, -4.1], [0.5, 3.4, -2.6], [3.3, 0.9, -1.6], [-1.1, 2.7, -1.4], [0.2, 1.1, 0.0], [1.3, 3.0, 2.0], [-2.7, -4.3, 0.5], [5.6, 0.6, 1.2]],
  "largest_force_ev_per_a": 8.1,
  "gap_ev": 9.760,
  "relative_energy_kj_mol": 463.9,
  "total_energy_ha": -302.51641,
  "lumo_energy_ev": 0.71,
  "smiles": "C=CN(N)C=O"
}


No. 6
{
  "formula": "C18H22Cl2O2Pd",
  "method": "ωB97M-V/def2-TZVPD",
  "elements": ["C", "C", "C", "C", "C", "C", "C", "C", "C", "C", "Pd", "Cl", "Cl", "O", "H", "H", "H", "H", "H", "H", "H", "H", "H", "H", "H", "H", "H", "H", "H", "H", "O", "H", "C", "C", "C", "C", "C", "C", "C", "C", "H", "H", "H", "H", "H"],
  "xyz": [[-0.604493, 0.812638, -2.907490], [-1.470492, -0.244584, -2.462744], [-0.674253, -1.401609, -2.212242], [-2.944730, -0.154522, -2.251981], [0.684010, -1.090909, -2.528080], [0.749092, 0.286384, -2.949083], [1.961993, 1.112224, -3.114108], [-0.986385, 2.233290, -3.129657], [-1.194245, -2.674228, -1.630584], [1.837110, -1.971090, -2.205534], [0.004686, 0.205699, -1.053775], [-1.817199, -0.766920, 1.645356], [-0.114834, 2.992831, 0.357875], [2.022266, -0.418282, 1.292915], [-3.279488, 0.887515, -2.294217], [-3.209048, -0.568365, -1.275103], [-3.488400, -0.720573, -3.018945], [-1.718379, -2.481699, -0.689419], [-0.371312, -3.358270, -1.420322], [-1.893825, -3.167998, -2.314104], [1.641269, -2.555593, -1.296955], [2.755408, -1.396857, -2.054828], [2.022279, -2.686647, -3.014345], [2.855657, 0.503865, -2.986746], [1.969188, 1.909886, -2.347434], [1.987682, 1.590560, -4.099541], [-1.940443, 2.452481, -2.646671], [-1.089631, 2.464139, -4.195642], [-0.240487, 2.909721, -2.705520], [2.559434, -0.470497, 0.480372], [1.494080, 2.722829, -0.493134], [2.112061, 3.202011, 0.090046], [0.710238, -0.268909, 1.017663], [-0.182727, -0.315323, 2.046461], [-0.005223, -0.081482, 3.482955], [-1.060265, 0.547633, 4.171447], [-1.128497, 0.554637, 5.557107], [-0.057577, 0.039880, 6.296944], [1.072469, -0.462203, 5.636706], [1.106721, -0.498241, 4.238232], [-1.853005, 1.025734, 3.597758], [-2.020645, 0.953363, 6.050898], [-0.096482, 0.066424, 7.386190], [1.917679, -0.831340, 6.226405], [1.978736, -0.887622, 3.722889]],
  "atomic_forces_ev_per_a": [[0.0, -0.2, -1.4], [-0.5, 0.2, -1.2], [-0.2, -1.1, -1.1], [-0.1, 0.1, 0.0], [0.2, -0.6, -0.8], [-0.7, -0.2, -1.2], [0.4, 0.5, -0.2], [-0.1, 0.2, -0.3], [0.0, -0.1, -0.1], [0.2, -0.4, -0.3], [0.9, 2.0, 7.8], [-0.8, 0.3, -0.5], [-4.5, 0.7, 2.1], [1.0, 0.3, 0.5], [0.0, -0.2, 0.1], [-0.1, 0.0, -0.1], [0.0, 0.0, 0.1], [0.0, 0.0, -0.1], [-0.1, 0.0, 0.0], [0.0, 0.0, 0.0], [0.2, 0.2, -0.2], [0.0, -0.1, 0.0], [0.1, -0.1, 0.0], [0.1, 0.0, -0.1], [0.1, -0.2, -0.3], [0.1, -0.1, 0.0], [0.1, 0.1, 0.0], [0.0, 0.0, -0.1], [0.0, -0.1, 0.0], [-0.7, 0.3, 0.4], [4.6, -0.4, -2.0], [-0.2, -0.3, -0.3], [-1.2, -0.7, -1.1], [1.5, 0.2, 0.1], [-0.1, -0.1, 0.2], [-0.2, 0.0, 0.3], [0.4, 0.0, -0.1], [0.1, 0.0, 0.1], [-0.4, 0.4, -0.1], [0.0, -0.1, 0.2], [0.1, -0.3, 0.1], [0.4, 0.0, -0.1], [0.0, -0.1, -0.2], [-0.2, 0.1, -0.3], [-0.2, -0.1, 0.0]],
  "charge": -2,
  "largest_force_ev_per_a": 8.1,
  "gap_ev": [1.805, 6.427],
  "relative_energy_kj_mol": 360.8,
  "total_energy_ha": -1897.55912,
  "lumo_energy_ev": [4.97, 4.91],
  "multiplicity": 5
}